1.
{"formula": "C42H50CoN5O9Se2", "method": "wB97M-V/def2-TZVPD", "lumo_energy_ev": [-2.34, -2.47], "multiplicity": 5, "energy_ev": -238556.5961, "s_squared": 6.03, "elements": ["Co", "C", "C", "C", "C", "C", "C", "C", "Se", "C", "C", "C", "C", "C", "C", "O", "C", "C", "C", "C", "C", "C", "C", "C", "C", "O", "C", "C", "C", "C", "C", "C", "H", "H", "H", "H", "H", "H", "H", "H", "H", "H", "H", "H", "H", "H", "H", "H", "H", "H", "H", "H", "H", "H", "H", "H", "H", "H", "H", "H", "H", "H", "H", "H", "H", "H", "H", "H", "H", "H", "H", "H", "O", "N", "O", "C", "C", "C", "C", "O", "C", "C", "N", "O", "O", "N", "O", "O", "H", "H", "C", "N", "C", "Se", "N", "C", "C", "C", "C", "C", "C", "H", "H", "H", "H", "H", "H", "H", "H"], "positions_angstrom": [[1.89, 0.16, -0.18], [-2.42, -0.15, 6.16], [-2.51, 0.60, 4.82], [-3.82, 0.23, 4.10], [-2.54, 2.10, 5.13], [-1.36, 0.21, 3.91], [-0.53, 1.14, 3.31], [0.44, 0.72, 2.42], [1.68, 1.95, 1.57], [0.51, 2.78, 0.25], [-0.48, 3.67, 0.61], [-1.27, 4.24, -0.38], [-0.97, 3.94, -1.71], [0.04, 3.09, -2.10], [0.78, 2.43, -1.09], [1.68, 1.51, -1.33], [0.38, 2.83, -3.56], [0.22, 1.34, -3.89], [-0.49, 3.64, -4.52], [1.85, 3.24, -3.78], [-2.44, 5.16, -0.06], [-2.28, 6.48, -0.81], [-3.73, 4.45, -0.51], [-2.55, 5.46, 1.44], [0.65, -0.64, 2.10], [1.54, -0.95, 1.19], [-0.14, -1.60, 2.79], [-1.12, -1.14, 3.64], [0.13, -3.08, 2.57], [-0.76, -3.98, 3.42], [-0.09, -3.44, 1.09], [1.59, -3.34, 2.96], [-3.20, 0.19, 6.83], [-1.46, 0.02, 6.63], [-2.55, -1.22, 6.02], [-4.67, 0.54, 4.70], [-3.88, -0.84, 3.93], [-3.87, 0.73, 3.14], [-3.35, 2.31, 5.83], [-2.71, 2.68, 4.23], [-1.61, 2.43, 5.59], [-0.62, 2.20, 3.50], [-0.62, 3.88, 1.66], [-1.57, 4.40, -2.48], [-0.79, 1.01, -3.66], [0.92, 0.73, -3.32], [0.40, 1.17, -4.95], [-1.53, 3.33, -4.45], [-0.15, 3.47, -5.54], [-0.41, 4.70, -4.31], [2.51, 2.65, -3.14], [1.98, 4.29, -3.55], [2.13, 3.07, -4.82], [-2.32, 6.34, -1.89], [-1.33, 6.95, -0.56], [-3.09, 7.16, -0.53], [-3.74, 4.28, -1.58], [-4.59, 5.07, -0.26], [-3.83, 3.50, 0.00], [-1.64, 5.92, 1.82], [-2.75, 4.55, 2.00], [-3.38, 6.15, 1.61], [-1.75, -1.86, 4.13], [-1.81, -3.87, 3.15], [-0.64, -3.77, 4.47], [-0.48, -5.02, 3.24], [-1.10, -3.16, 0.79], [0.04, -4.50, 0.94], [0.62, -2.91, 0.46], [1.74, -3.10, 4.01], [2.27, -2.73, 2.36], [1.84, -4.39, 2.80], [8.34, -4.33, -0.01], [7.24, -4.37, -0.53], [6.84, -5.30, -1.20], [6.37, -3.25, -0.34], [5.12, -3.25, -0.94], [4.28, -2.15, -0.81], [4.67, -0.99, -0.03], [3.96, 0.03, 0.13], [5.96, -1.09, 0.60], [6.79, -2.18, 0.43], [6.39, -0.02, 1.45], [7.59, 0.14, 1.55], [5.56, 0.63, 2.04], [3.03, -2.20, -1.38], [2.52, -3.29, -1.73], [2.32, -1.13, -1.60], [4.79, -4.11, -1.50], [7.75, -2.19, 0.93], [-3.47, -1.49, -2.51], [-2.19, -2.12, -2.69], [-1.03, -1.80, -2.04], [-0.89, -0.43, -0.81], [-0.07, -2.64, -2.45], [-0.59, -3.51, -3.38], [0.00, -4.53, -4.10], [-0.82, -5.23, -4.97], [-2.17, -4.91, -5.12], [-2.76, -3.88, -4.41], [-1.94, -3.18, -3.53], [-3.37, -0.71, -1.76], [-4.21, -2.22, -2.18], [-3.81, -1.05, -3.45], [0.91, -2.72, -2.13], [1.04, -4.77, -3.99], [-0.41, -6.04, -5.55], [-2.77, -5.48, -5.81], [-3.80, -3.63, -4.54]], "lowdin_spin": [2.989, 0.001, 0.003, 0.002, 0.000, 0.023, 0.000, 0.033, 0.119, 0.040, -0.001, 0.031, -0.004, 0.028, 0.012, 0.245, 0.003, 0.002, 0.000, 0.003, 0.004, 0.002, 0.002, 0.000, 0.012, 0.217, 0.022, -0.003, 0.002, 0.000, 0.002, 0.003, 0.000, 0.000, 0.000, 0.000, 0.000, 0.000, 0.000, 0.000, 0.000, 0.001, 0.001, -0.001, 0.000, 0.000, 0.000, 0.000, 0.000, 0.000, 0.001, 0.000, 0.000, 0.000, 0.000, 0.000, 0.000, 0.000, 0.000, 0.000, 0.000, 0.000, 0.000, 0.000, 0.000, 0.000, 0.000, 0.000, 0.000, 0.000, 0.001, 0.000, 0.000, 0.000, 0.000, 0.001, 0.000, 0.001, 0.006, 0.050, 0.003, 0.001, 0.000, 0.001, 0.000, 0.008, 0.030, 0.018, 0.000, 0.000, 0.003, 0.003, 0.011, 0.062, 0.001, 0.000, 0.000, 0.000, 0.000, 0.000, 0.000, 0.003, 0.000, 0.000, 0.000, 0.000, 0.000, 0.000, 0.000]}



2.
{"formula": "C11H17N2O7P", "method": "wB97M-V/def2-TZVPD", "lumo_energy_ev": 0.49, "energy_ev": -38282.1932, "elements": ["O", "O", "O", "O", "O", "O", "O", "C", "C", "C", "C", "C", "C", "N", "N", "C", "C", "C", "C", "C", "P", "H", "H", "H", "H", "H", "H", "H", "H", "H", "H", "H", "H", "H", "H", "H", "H", "H"], "positions_angstrom": [[2.82, -2.03, -3.03], [1.52, -2.06, 1.21], [0.13, -0.33, 4.09], [-0.78, 2.04, -0.13], [-1.22, -0.12, 0.87], [-1.43, -1.32, 4.86], [-0.17, -2.64, 3.08], [2.36, -1.42, -2.04], [1.69, -1.40, 0.25], [-1.68, 0.16, -2.27], [1.56, 0.58, -1.12], [1.85, -0.09, -2.22], [-2.07, 1.42, -2.03], [2.28, -2.06, -0.78], [1.39, 0.02, 0.14], [1.93, 0.63, -3.47], [-2.10, 2.00, -0.66], [-0.58, 1.12, 1.01], [0.93, 0.90, 1.23], [-1.93, -0.51, 2.05], [-0.89, -1.23, 3.56], [-0.75, -0.67, 5.00], [0.36, -2.39, 2.32], [-1.79, -0.26, -3.27], [-1.48, -0.57, -1.50], [1.38, 1.64, -1.16], [-2.39, 2.06, -2.81], [2.35, -3.07, -0.69], [1.83, 1.68, -3.36], [1.13, 0.25, -4.08], [2.85, 0.39, -3.95], [-2.77, 1.47, 0.05], [-2.48, 3.04, -0.63], [-1.11, 1.61, 1.91], [1.40, 1.85, 1.25], [1.12, 0.34, 2.16], [-2.67, -1.32, 1.71], [-2.58, 0.27, 2.44]], "lowdin_charge": [0.047, 0.101, -0.229, -0.103, -0.143, -0.029, -0.110, -0.356, -0.426, 0.028, -0.013, -0.234, -0.122, 0.226, 0.048, -0.033, -0.208, -0.318, -0.019, -0.160, 0.438, -0.045, -0.023, 0.064, 0.063, 0.138, 0.085, 0.183, 0.085, 0.087, 0.083, 0.127, 0.127, 0.176, 0.127, 0.119, 0.131, 0.090]}



3.
{"formula": "C7H36NO10", "method": "wB97M-V/def2-TZVPD", "charge": 1, "lumo_energy_ev": -2.40, "energy_ev": -29798.6953, "elements": ["C", "C", "C", "C", "C", "C", "C", "N", "H", "H", "H", "H", "H", "H", "H", "H", "H", "H", "H", "H", "H", "H", "H", "H", "H", "H", "O", "H", "H", "O", "H", "H", "O", "H", "H", "O", "H", "H", "O", "H", "H", "O", "H", "H", "O", "H", "H", "O", "H", "H", "O", "H", "H", "O"], "positions_angstrom": [[1.96, 2.81, 1.78], [0.85, 1.65, 1.66], [-0.46, 2.26, 1.21], [-1.58, 1.34, 0.89], [-2.09, 0.80, 2.03], [-1.94, 1.06, -0.55], [-3.42, 1.39, -0.82], [1.45, 0.68, 0.55], [3.00, 2.44, 1.93], [2.07, 3.57, 1.17], [1.56, 3.43, 2.55], [0.77, 1.24, 2.77], [-0.74, 3.02, 2.09], [-0.32, 3.03, 0.41], [-3.04, 0.10, 2.07], [-1.74, 1.15, 2.97], [-1.30, 1.91, -1.03], [-1.66, 0.10, -0.96], [-3.92, 0.53, -0.79], [-3.80, 2.18, -0.08], [-3.57, 1.84, -1.84], [2.52, 0.63, 0.43], [1.09, 0.91, -0.30], [1.14, -0.28, 0.84], [-0.50, -2.64, -1.76], [-0.26, -1.73, -0.64], [-0.99, -2.11, -1.11], [2.11, 0.58, -2.48], [1.59, -1.03, -2.51], [2.27, -0.29, -1.97], [4.17, 0.76, -0.93], [4.50, 1.46, 0.51], [4.11, 0.73, 0.08], [-1.44, -1.14, 1.33], [-0.76, -2.39, 1.77], [-0.59, -1.51, 1.45], [-2.86, -2.56, 0.38], [-4.11, -2.48, 1.21], [-3.15, -2.71, 1.22], [-0.09, 0.92, -3.74], [1.04, 1.04, -4.71], [0.85, 1.11, -3.85], [2.00, -0.92, 4.24], [2.67, -0.09, 3.39], [1.91, -0.60, 3.35], [2.41, -2.85, 2.12], [1.85, -4.23, 2.39], [1.72, -3.35, 2.32], [1.04, -3.09, -3.80], [-0.20, -2.08, -3.68], [0.74, -2.21, -3.72], [-2.29, -0.78, -3.32], [-2.61, -2.04, -2.92], [-1.98, -1.60, -3.57]], "lowdin_charge": [-0.030, -0.241, -0.193, -0.339, 0.053, -0.204, -0.079, 0.210, 0.081, 0.014, 0.079, 0.168, 0.176, 0.128, 0.121, 0.071, 0.129, 0.074, 0.013, 0.116, 0.091, 0.088, 0.065, 0.129, 0.047, 0.009, -0.064, 0.039, 0.124, -0.194, 0.120, 0.033, -0.044, -0.040, 0.053, -0.049, -0.054, 0.080, -0.007, 0.058, -0.005, 0.014, 0.060, 0.008, -0.004, -0.043, -0.006, 0.058, 0.050, -0.014, -0.024, -0.001, 0.105, -0.031]}



4.
{"formula": "C36H40BNP2Pt", "method": "wB97M-V/def2-TZVPD", "lumo_energy_ev": [0.20, -0.56], "multiplicity": 3, "energy_ev": -61963.2926, "s_squared": 2.02, "elements": ["Pt", "C", "C", "C", "C", "C", "C", "C", "C", "C", "H", "H", "H", "H", "H", "H", "H", "H", "H", "H", "H", "H", "H", "H", "H", "P", "P", "C", "C", "C", "C", "C", "C", "C", "C", "C", "C", "C", "C", "C", "C", "C", "C", "C", "C", "C", "C", "C", "C", "C", "C", "C", "C", "H", "H", "H", "H", "H", "H", "H", "H", "H", "H", "H", "H", "H", "H", "H", "H", "H", "H", "H", "H", "H", "H", "B", "C", "N", "H", "H", "H"], "positions_angstrom": [[0.52, -2.60, 1.66], [2.46, -3.28, 1.73], [2.34, -2.15, 0.82], [2.30, -2.31, -0.68], [1.19, -3.27, -1.19], [0.06, -3.35, -0.19], [0.04, -4.37, 0.83], [1.17, -5.37, 0.95], [2.54, -4.70, 1.22], [-2.77, 1.55, -0.12], [2.96, -3.07, 2.68], [2.79, -1.21, 1.18], [3.29, -2.63, -1.06], [2.13, -1.32, -1.13], [0.79, -2.88, -2.14], [1.58, -4.27, -1.41], [-0.91, -3.00, -0.57], [-0.95, -4.72, 1.14], [1.20, -6.00, 0.04], [0.94, -6.02, 1.79], [3.05, -5.28, 2.01], [3.19, -4.76, 0.34], [-2.37, 1.24, 0.85], [-3.86, 1.46, -0.18], [-2.48, 2.58, -0.34], [0.89, 2.17, 0.63], [-2.07, 0.49, -1.37], [0.59, 1.34, -0.90], [-0.32, 0.35, -1.23], [2.24, 3.27, 0.31], [3.30, 2.77, -0.45], [4.45, 3.53, -0.64], [4.52, 4.81, -0.07], [3.46, 5.31, 0.69], [2.31, 4.54, 0.90], [1.50, 1.01, 1.90], [0.69, -0.03, 2.46], [1.08, -0.66, 3.67], [2.23, -0.22, 4.34], [3.09, 0.68, 3.72], [2.77, 1.21, 2.46], [-2.75, 1.21, -2.91], [-2.24, 2.44, -3.39], [-2.90, 3.09, -4.44], [-4.06, 2.53, -4.99], [-4.61, 1.36, -4.47], [-3.97, 0.72, -3.40], [-2.86, -1.12, -1.31], [-3.55, -1.54, -0.16], [-4.04, -2.84, -0.09], [-3.89, -3.70, -1.17], [-3.32, -3.24, -2.37], [-2.79, -1.96, -2.44], [1.36, 1.58, -1.65], [0.03, -0.59, -1.67], [3.23, 1.76, -0.88], [5.29, 3.12, -1.21], [5.43, 5.40, -0.21], [3.53, 6.28, 1.16], [1.48, 4.88, 1.51], [-0.32, -0.17, 2.04], [0.49, -1.46, 4.11], [2.46, -0.59, 5.35], [3.99, 1.01, 4.23], [3.51, 1.82, 1.94], [-1.36, 2.87, -2.92], [-2.52, 4.04, -4.81], [-4.58, 3.03, -5.81], [-5.55, 0.93, -4.84], [-4.41, -0.15, -2.94], [-3.70, -0.84, 0.66], [-4.55, -3.17, 0.82], [-4.25, -4.72, -1.11], [-3.29, -3.87, -3.26], [-2.38, -1.57, -3.38], [-0.89, 3.97, 3.71], [-0.76, 3.45, 2.33], [-0.45, 3.03, 1.25], [0.16, 3.59, 4.24], [-1.87, 3.43, 4.19], [-1.01, 5.19, 3.68]], "lowdin_spin": [0.002, 0.005, -0.003, 0.000, 0.001, 0.006, 0.000, 0.001, 0.001, 0.005, 0.001, 0.000, 0.000, 0.000, 0.000, 0.000, 0.002, -0.001, 0.000, 0.000, 0.000, 0.000, 0.001, 0.000, 0.001, 0.228, 0.088, 0.374, 0.295, 0.014, 0.008, 0.002, 0.000, 0.001, 0.001, 0.079, 0.038, -0.003, 0.041, 0.003, 0.056, 0.035, 0.004, 0.000, 0.002, 0.002, 0.008, 0.001, 0.000, 0.000, -0.001, 0.000, 0.000, 0.030, 0.020, 0.002, 0.000, 0.000, 0.000, 0.000, 0.006, -0.001, 0.003, 0.000, 0.004, 0.001, 0.000, 0.000, 0.000, 0.001, 0.000, 0.000, 0.000, 0.000, 0.000, 0.086, 0.348, 0.150, 0.040, -0.002, 0.012]}



5.
{"formula": "C4H4O", "method": "wB97M-V/def2-TZVPD", "smiles": "c1ccoc1", "lumo_energy_ev": 0.90, "energy_ev": -6256.6911, "elements": ["C", "C", "C", "O", "C", "H", "H", "H", "H"], "positions_angstrom": [[-0.13, 0.71, -0.68], [0.01, 0.89, 0.76], [-0.11, -0.41, 1.23], [-0.23, -1.30, 0.22], [-0.17, -0.60, -0.94], [-0.11, 1.56, -1.35], [1.03, 1.22, 0.41], [-0.18, -0.87, 2.21], [-0.11, -1.19, -1.84]], "lowdin_charge": [-0.134, -0.113, -0.119, 0.002, -0.124, 0.108, 0.140, 0.122, 0.117]}



6.
{"formula": "C13H25FeN9O3PS", "method": "wB97M-V/def2-TZVPD", "charge": 2, "lumo_energy_ev": [-7.35, -7.31], "multiplicity": 2, "energy_ev": -87937.8060, "s_squared": 0.91, "elements": ["Fe", "C", "C", "O", "N", "C", "C", "C", "C", "C", "C", "N", "H", "H", "H", "H", "H", "H", "H", "H", "H", "H", "N", "C", "N", "N", "C", "N", "H", "H", "H", "H", "S", "N", "C", "P", "O", "O", "C", "N", "H", "H", "H", "H", "H", "H", "H", "H", "H", "H", "N", "C", "H"], "positions_angstrom": [[-0.65, 0.90, 0.30], [-0.46, 0.30, 4.51], [-0.12, 1.11, 3.30], [-0.82, 0.99, 2.27], [0.91, 1.95, 3.39], [1.24, 2.90, 2.33], [2.09, 2.30, 1.24], [3.44, 2.60, 1.16], [4.19, 2.04, 0.13], [3.57, 1.20, -0.77], [2.22, 0.95, -0.61], [1.48, 1.49, 0.37], [-1.45, 0.61, 4.86], [0.25, 0.42, 5.32], [-0.53, -0.75, 4.22], [1.40, 2.01, 4.26], [1.76, 3.74, 2.79], [0.31, 3.28, 1.92], [3.89, 3.26, 1.88], [5.25, 2.27, 0.04], [4.11, 0.76, -1.59], [1.69, 0.30, -1.30], [-2.21, 0.47, -5.94], [-1.85, 0.87, -4.72], [-1.78, 2.18, -4.47], [-1.59, -0.08, -3.82], [-1.28, 0.26, -2.61], [-0.95, 0.50, -1.53], [-2.41, 1.10, -6.69], [-2.28, -0.52, -6.11], [-1.98, 2.87, -5.17], [-1.47, 2.51, -3.57], [-1.20, 2.91, -0.19], [-2.74, -2.53, -0.36], [-1.71, -3.07, 0.52], [-0.12, -2.33, 0.05], [0.16, -2.62, -1.40], [0.02, -0.92, 0.60], [1.17, -3.38, 0.90], [1.97, -4.00, -0.21], [-2.53, -2.73, -1.33], [-2.79, -0.66, 0.20], [-3.64, -2.95, -0.16], [-1.60, -4.16, 0.46], [-1.93, -2.81, 1.56], [0.73, -4.17, 1.51], [1.82, -2.77, 1.52], [2.93, -3.67, -0.24], [1.44, -3.67, -1.09], [1.99, -5.02, -0.17], [-3.64, 1.17, 0.84], [-2.78, 0.41, 0.51], [-3.52, 2.15, 1.09]], "lowdin_spin": [0.706, 0.000, 0.000, -0.010, 0.000, 0.007, 0.002, 0.001, -0.001, 0.000, 0.000, 0.018, 0.000, 0.000, 0.000, 0.000, 0.000, 0.011, 0.000, 0.000, 0.000, 0.000, -0.001, -0.001, 0.000, -0.002, -0.003, 0.007, 0.000, 0.000, 0.000, 0.004, 0.440, -0.004, 0.000, 0.001, 0.000, 0.005, 0.001, 0.000, 0.000, -0.013, 0.000, 0.000, 0.000, 0.000, 0.000, 0.000, 0.000, 0.000, -0.063, -0.095, -0.011]}



7.
{"formula": "C3H10N2", "method": "wB97M-V/def2-TZVPD", "smiles": "C=NC.CN", "lumo_energy_ev": 0.72, "energy_ev": -6250.7430, "elements": ["C", "N", "C", "H", "H", "H", "H", "H", "C", "N", "H", "H", "H", "H", "H"], "positions_angstrom": [[-2.09, 1.05, 1.80], [-1.33, 0.53, 0.91], [-1.93, -0.48, 0.12], [-2.16, 2.15, 2.06], [-3.17, 0.74, 1.90], [-1.44, -0.73, -0.81], [-3.00, -0.18, 0.03], [-1.86, -1.39, 0.77], [2.79, -0.20, -1.41], [2.19, -0.33, -0.12], [3.06, -1.25, -1.75], [3.68, 0.23, -1.36], [2.04, 0.26, -2.10], [1.81, 0.60, 0.14], [1.41, -1.01, -0.19]], "lowdin_charge": [-0.097, -0.109, -0.174, 0.083, 0.068, 0.061, 0.082, 0.098, -0.225, -0.095, 0.092, 0.009, 0.083, 0.064, 0.061]}